No. 1
Density functional theory data (ωB97M-V/def2-TZVPD) for 2 unconnected molecules or ions with the total composition C23H39OSi3.

Computed properties:
Calculated total energy: -1843.32494 a.u.
Maximum force: 1.90 eV/Å
Net charge: +1
Kohn-Sham gap: 6.434 eV
LUMO level: -5.4 eV
Energy above the lowest of the compared OMol25 structures with the same formula, charge and spin: 0.000 eV
M: 415.82 Da

XYZ file:
```
66
C23H39OSi3, DFT ωB97M-V/def2-TZVPD
C 2.74 1.19 1.93
Si 2.32 2.61 0.78
C 1.11 1.84 -0.43
H 1.59 3.69 1.60
C 3.88 3.21 -0.15
Si 5.28 3.72 1.07
C 4.62 5.04 2.24
C 5.94 2.28 2.08
C 6.81 4.38 0.21
Si 3.40 4.54 -1.45
C 2.41 5.94 -0.66
C 4.91 5.23 -2.33
C 2.41 3.79 -2.86
H 3.62 0.62 1.59
H 2.92 1.53 2.95
H 1.88 0.50 1.93
H 1.61 1.43 -1.32
H 0.61 1.01 0.09
H 0.35 2.56 -0.76
H 4.27 2.34 -0.73
H 5.25 5.13 3.14
H 4.60 6.03 1.76
H 3.60 4.82 2.59
H 6.96 2.52 2.40
H 5.34 2.08 2.97
H 5.99 1.35 1.48
H 7.67 4.24 0.89
H 7.04 3.82 -0.71
H 6.74 5.44 -0.03
H 1.89 6.54 -1.42
H 1.64 5.57 0.03
H 3.05 6.63 -0.10
H 4.60 5.57 -3.33
H 5.35 6.08 -1.80
H 5.69 4.46 -2.47
H 2.61 4.39 -3.77
H 2.72 2.76 -3.08
H 1.33 3.80 -2.68
C -0.40 9.49 -2.27
O -1.17 8.46 -1.62
C -0.92 8.12 -0.33
C -1.70 7.05 0.19
C -1.30 6.39 1.31
C -0.17 6.83 2.06
C 0.32 5.99 3.09
C 1.34 6.33 4.04
C 1.25 5.91 5.40
C 2.31 6.12 6.28
C 3.49 6.75 5.85
C 3.58 7.21 4.53
C 2.54 7.01 3.64
C 0.43 8.07 1.67
C 0.13 8.66 0.45
H -0.90 9.65 -3.23
H -0.41 10.43 -1.69
H 0.63 9.16 -2.44
H -2.58 6.75 -0.39
H -1.84 5.50 1.64
H -0.18 5.01 3.22
H 0.34 5.41 5.73
H 2.23 5.76 7.31
H 4.35 6.82 6.52
H 4.50 7.69 4.19
H 2.66 7.27 2.58
H 1.17 8.54 2.31
H 0.70 9.52 0.08
```

=====

No. 2
Density functional theory data (ωB97M-V/def2-TZVPD) for a molecular structure, C23H40BeF6N7O3PS.

Computed properties:
Calculated total energy: -2862.98233 a.u.
Maximum force: 1.37 eV/Å
Net charge: 0
Kohn-Sham gap: 8.218 eV
LUMO level: 0.6 eV
M: 648.66 Da

XYZ file:
```
82
C23H40BeF6N7O3PS, DFT ωB97M-V/def2-TZVPD
Be 0.91 -0.81 0.37
O 0.29 0.41 -0.87
O -0.04 1.79 -0.66
N 1.67 0.18 -0.74
P 2.61 0.16 -2.05
N 3.99 -0.59 -1.56
C 4.74 -1.66 -2.19
C 5.12 -2.75 -1.18
C 5.80 -2.16 0.05
C 4.91 -1.08 0.65
C 4.66 -0.01 -0.40
N 1.95 -0.60 -3.38
C 2.69 -0.53 -4.64
C 2.34 -1.77 -5.45
C 0.86 -1.71 -5.82
C 0.03 -1.63 -4.54
C 0.51 -0.50 -3.63
N 3.11 1.72 -2.43
C 4.44 2.05 -2.90
C 4.37 2.97 -4.11
C 3.71 4.30 -3.73
C 2.67 4.09 -2.62
C 2.08 2.70 -2.74
H 5.67 -1.25 -2.62
H 4.15 -2.10 -2.99
H 5.77 -3.48 -1.67
H 4.21 -3.26 -0.87
H 6.76 -1.72 -0.24
H 6.00 -2.95 0.77
H 5.37 -0.63 1.53
H 3.95 -1.51 0.94
H 5.62 0.42 -0.71
H 4.02 0.78 -0.01
H 3.76 -0.48 -4.43
H 2.41 0.37 -5.20
H 2.53 -2.66 -4.84
H 2.96 -1.82 -6.35
H 0.57 -2.60 -6.39
H 0.67 -0.83 -6.44
H 0.11 -2.57 -4.00
H -1.02 -1.45 -4.77
H -0.03 -0.57 -2.69
H 0.27 0.46 -4.11
H 4.98 1.13 -3.16
H 5.00 2.55 -2.10
H 3.80 2.47 -4.90
H 5.37 3.14 -4.50
H 3.23 4.73 -4.61
H 4.48 5.00 -3.39
H 1.87 4.83 -2.69
H 3.13 4.18 -1.63
H 1.69 2.56 -3.76
H 1.25 2.56 -2.04
C -0.32 -1.90 5.82
C -1.24 -1.11 4.89
C -0.46 -0.44 3.81
N -0.04 -0.99 2.75
N 0.62 -0.18 1.90
C 0.70 1.10 2.31
N 1.21 2.04 1.61
S -0.04 1.27 3.93
H -0.90 -2.35 6.62
H 0.42 -1.24 6.27
H 0.20 -2.67 5.26
H -1.77 -0.34 5.45
H -1.97 -1.78 4.43
H 0.43 2.02 0.22
H 1.24 2.95 2.06
C 1.88 -4.31 0.41
C 0.60 -3.52 0.07
O 0.79 -2.20 -0.06
C -0.46 -3.81 1.17
F 0.11 -3.75 2.38
F -0.99 -5.04 1.08
F -1.47 -2.95 1.16
C 0.09 -4.07 -1.29
F 0.99 -3.80 -2.25
F -0.08 -5.40 -1.33
F -1.06 -3.52 -1.68
H 2.39 -3.79 1.22
H 2.52 -4.33 -0.47
H 1.63 -5.32 0.72
```

=====

No. 3
Density functional theory data (ωB97M-V/def2-TZVPD) for a molecular structure, C23H40Cl3CrN4O3Si.

Computed properties:
Calculated total energy: -4059.90384 a.u.
Maximum force: 2.37 eV/Å
Net charge: -1
⟨S²⟩: 6.01
Multiplicity: 5
Kohn-Sham gap (spin up / spin down): 5.918 / 7.548 eV
LUMO level (spin up / spin down): 2.6 / 2.6 eV
Energy above the lowest of the compared OMol25 structures with the same formula, charge and spin: 0.205 eV
M: 607.04 Da

XYZ file:
```
75
C23H40Cl3CrN4O3Si, DFT ωB97M-V/def2-TZVPD
C -7.15 2.63 0.78
C -7.67 2.92 -0.60
H -7.30 3.51 1.43
H -6.09 2.34 0.74
H -7.70 1.80 1.23
C -8.64 3.80 -0.90
C -9.30 4.68 0.09
H -9.03 3.90 -1.93
H -8.56 5.14 0.77
H -10.05 4.13 0.68
H -9.86 5.46 -0.46
Cr -1.89 -0.06 -0.47
Cl -1.76 -2.23 -0.76
Cl -4.13 -0.06 -0.37
C -1.82 -0.48 -3.57
O -1.18 0.28 -2.80
N -1.72 -0.31 -4.89
C -0.95 0.85 -5.35
C -2.59 -1.06 -5.76
H -2.46 -1.29 -3.18
H -0.01 0.89 -4.77
H -1.48 1.81 -5.19
H -0.74 0.75 -6.42
H -2.64 -2.09 -5.39
H -2.22 -1.05 -6.78
H -3.62 -0.66 -5.76
H -0.94 3.28 3.31
H -2.96 3.48 1.35
C -0.54 4.15 2.77
C -2.36 4.37 1.14
N -0.95 4.14 1.38
H 0.56 4.17 2.80
C -0.01 3.77 0.47
O -0.17 3.33 -0.67
H -2.57 4.75 0.14
H 1.03 3.90 0.86
H -0.94 5.06 3.23
H -2.68 5.12 1.88
O -5.55 2.38 -1.51
C -6.94 2.20 -1.74
C -7.13 4.02 -3.47
C -7.36 2.69 -3.11
H -6.56 4.65 -2.78
C -7.70 4.50 -4.66
H -7.18 1.14 -1.63
C -8.12 1.83 -3.91
H -7.45 5.52 -4.97
C -8.58 3.68 -5.38
C -8.77 2.35 -5.02
H -8.21 0.78 -3.59
H -9.12 4.11 -6.23
H -9.43 1.70 -5.62
Si -4.28 2.72 -2.53
Cl -1.85 1.02 1.65
C -4.23 4.54 -3.14
C -4.53 1.63 -4.03
C -2.70 2.54 -1.58
H -4.94 4.83 -3.93
H -3.22 4.64 -3.56
H -4.31 5.25 -2.30
H -2.81 2.60 -0.49
H -1.95 3.26 -1.93
H -2.26 1.53 -1.79
H -5.51 1.75 -4.51
H -4.45 0.58 -3.72
H -3.78 1.81 -4.81
N 1.00 0.44 0.50
C 2.30 0.17 0.26
C 2.38 -0.36 -1.03
C 1.06 -0.44 -1.49
N 0.22 0.05 -0.55
H 0.54 0.89 1.31
H 3.07 0.38 0.99
H 3.23 -0.67 -1.61
H 0.70 -0.77 -2.46
```

=====

No. 4
Density functional theory data (ωB97M-V/def2-TZVPD) for 5 unconnected molecules or ions with the total composition C23H40N2O5SSi.

Computed properties:
Calculated total energy: -2073.40876 a.u.
Maximum force: 6.92 eV/Å
Net charge: 0
Kohn-Sham gap: 6.936 eV
Structure (SMILES): C[Si](C)(C)OCCc1ccc2nsnc2c1.CC(C)=O.CC(C)=O.CC(C)=O.CC(C)=O
LUMO level: -1.2 eV
Energy above the lowest of the compared OMol25 structures with the same formula, charge and spin: 5.573 eV
M: 484.74 Da

XYZ file:
```
72
C23H40N2O5SSi, DFT ωB97M-V/def2-TZVPD
C 5.27 1.80 1.91
Si 3.79 2.04 0.64
C 3.24 0.20 0.20
C 4.40 2.80 -1.02
O 2.44 2.86 1.39
C 2.26 4.23 0.90
C 1.03 4.36 -0.22
C -0.22 3.32 0.12
C -0.17 1.68 -0.15
C -1.36 0.63 0.22
C -2.75 1.20 0.88
N -4.00 0.44 1.30
S -5.08 1.74 1.87
N -4.22 3.26 1.75
C -2.88 2.82 1.14
C -1.65 3.87 0.79
H 6.31 2.11 1.43
H 5.07 2.33 2.93
H 5.39 0.64 2.16
H 3.00 0.22 -0.95
H 2.19 0.07 0.75
H 4.03 -0.60 0.52
H 5.05 3.76 -0.75
H 3.55 3.11 -1.77
H 5.14 2.02 -1.53
H 1.85 4.86 1.84
H 3.24 4.77 0.56
H 0.58 5.45 -0.08
H 1.42 4.29 -1.32
H 0.81 1.27 -0.65
H -1.27 -0.55 0.04
H -1.73 5.03 0.98
C -4.49 -2.15 -0.07
C -4.92 -3.30 -0.93
C -6.26 -3.93 -0.63
O -4.22 -3.71 -1.85
H -3.51 -1.80 -0.40
H -5.21 -1.33 -0.16
H -4.41 -2.48 0.97
H -7.05 -3.19 -0.75
H -6.26 -4.34 0.38
H -6.44 -4.75 -1.34
C -7.16 -8.69 0.36
C -6.98 -7.88 -0.90
C -5.97 -8.37 -1.90
O -7.64 -6.87 -1.10
H -7.92 -8.22 0.99
H -7.48 -9.70 0.11
H -6.22 -8.71 0.92
H -6.24 -9.37 -2.25
H -4.97 -8.38 -1.44
H -5.95 -7.69 -2.76
C 6.51 7.74 1.44
C 6.05 6.96 0.25
C 5.41 7.73 -0.88
O 6.19 5.74 0.19
H 6.95 7.06 2.18
H 7.27 8.47 1.14
H 5.66 8.25 1.91
H 6.12 8.45 -1.29
H 4.51 8.23 -0.52
H 5.13 7.03 -1.68
C 2.60 -3.92 0.02
C 1.31 -3.20 -0.25
C 0.45 -3.72 -1.38
O 0.96 -2.23 0.42
H 3.12 -3.44 0.86
H 2.40 -4.96 0.28
H 3.25 -3.87 -0.86
H 0.15 -4.75 -1.18
H 1.00 -3.66 -2.32
H -0.45 -3.10 -1.46
```

=====

No. 5
Density functional theory data (ωB97M-V/def2-TZVPD) for a molecular structure, C23H40NO3P2Zr.

Computed properties:
Calculated total energy: -1909.60765 a.u.
Maximum force: 2.66 eV/Å
Net charge: +3
Kohn-Sham gap (spin up / spin down): 2.378 / 2.380 eV
LUMO level (spin up / spin down): -13.4 / -13.4 eV
Energy above the lowest of the compared OMol25 structures with the same formula, charge and spin: 4.228 eV
M: 531.75 Da

XYZ file:
```
70
C23H40NO3P2Zr, DFT ωB97M-V/def2-TZVPD
Zr 0.09 -0.48 -0.50
P -2.44 -0.28 -1.21
C -2.09 0.16 -2.90
C -0.80 0.64 -3.34
N 0.35 0.42 -2.58
C 1.58 0.74 -3.07
C 1.70 1.42 -4.28
C 0.58 1.68 -5.05
C -0.67 1.27 -4.60
C 2.83 0.37 -2.28
P 2.63 -1.06 -1.12
H -1.58 1.43 -5.18
H 2.70 1.73 -4.60
H 0.66 2.23 -6.00
H 3.64 0.14 -2.97
H 3.17 1.25 -1.70
H -2.05 -1.47 -4.03
H -2.95 0.36 -3.56
H -0.89 -2.89 -2.84
O -1.70 -2.39 -4.14
H -2.25 -2.85 -4.78
H -0.38 -2.00 0.28
O -0.40 -3.08 -1.98
H 0.10 -3.89 -2.20
C 3.06 -2.47 -2.20
H 4.08 -2.37 -2.58
H 2.98 -3.38 -1.59
H 2.34 -2.55 -3.03
C 4.05 -0.93 0.01
H 4.02 -1.80 0.68
H 5.00 -0.92 -0.54
H 3.95 -0.02 0.62
C -3.37 1.09 -0.46
H -4.34 1.21 -0.94
H -3.50 0.88 0.62
H -2.78 2.02 -0.57
C -3.66 -1.64 -1.28
H -4.01 -1.87 -0.25
H -4.53 -1.36 -1.88
H -3.20 -2.56 -1.68
C -1.19 4.45 2.91
C -0.61 3.23 2.20
C 0.78 3.56 1.66
C -0.56 1.97 3.07
C -0.86 1.97 4.42
C -0.75 0.81 5.18
C -0.29 -0.37 4.60
C 0.03 -0.41 3.25
C 0.51 -1.66 2.56
C 1.75 -2.25 3.21
C -0.60 -2.70 2.48
C -0.19 0.74 2.46
O -0.09 0.62 1.13
H -0.55 4.77 3.73
H -2.18 4.25 3.31
H -1.25 5.28 2.20
H -1.27 3.00 1.34
H 1.48 3.76 2.48
H 1.18 2.75 1.07
H 0.72 4.45 1.03
H -1.20 2.89 4.92
H -1.02 0.82 6.24
H -0.18 -1.28 5.21
H 0.87 -1.36 1.57
H 1.56 -2.58 4.24
H 2.10 -3.11 2.63
H 2.56 -1.51 3.24
H -1.48 -2.29 1.98
H -0.26 -3.58 1.93
H -0.93 -3.00 3.49
```

=====

No. 6
Density functional theory data (ωB97M-V/def2-TZVPD) for a molecular structure, C23H41BrP2Sn.

Computed properties:
Calculated total energy: -4371.27159 a.u.
Maximum force: 6.15 eV/Å
Net charge: +2
Kohn-Sham gap: 4.755 eV
LUMO level: -8.4 eV
Energy above the lowest of the compared OMol25 structures with the same formula, charge and spin: 0.971 eV
M: 578.14 Da

XYZ file:
```
68
C23H41BrP2Sn, DFT ωB97M-V/def2-TZVPD
Sn 4.30 1.66 -4.37
C -1.56 -0.91 1.66
C -1.19 -1.97 0.78
C 0.72 -1.17 1.79
C -0.36 -0.39 2.24
C 0.22 -2.12 0.86
C -2.94 -0.51 2.00
H -3.60 -0.57 1.12
H -2.97 0.52 2.37
H -3.39 -1.15 2.78
C -0.24 0.71 3.22
H -1.20 1.20 3.39
H 0.48 1.47 2.91
H 0.09 0.30 4.18
C 2.08 -1.19 2.39
H 1.96 -1.27 3.48
H 2.71 -0.33 2.15
H 2.59 -2.11 2.09
C 1.02 -3.07 0.06
H 1.06 -4.09 0.49
H 2.05 -2.73 0.00
H 0.64 -3.17 -0.96
C -2.10 -2.72 -0.11
H -2.12 -3.81 0.08
H -1.73 -2.58 -1.14
H -3.13 -2.33 -0.05
C -1.01 1.86 -1.67
C -2.25 1.35 -1.60
C -2.92 0.33 -2.48
C -2.09 -0.41 -3.56
C -0.98 -1.19 -3.00
C 0.22 -0.69 -2.69
C 0.71 0.70 -2.92
C -0.24 1.91 -2.95
H -3.80 0.79 -2.98
H -1.74 0.23 -4.39
H -3.34 -0.45 -1.81
H -0.90 2.06 -3.84
H -0.42 2.26 -0.82
H -2.94 1.80 -0.87
H 0.43 2.78 -2.88
H 1.35 0.86 -2.04
H 1.02 -1.36 -2.38
H 1.45 0.72 -3.76
H -2.76 -1.18 -3.97
H -1.17 -2.23 -2.74
P 0.19 1.85 -5.85
C -0.14 3.57 -6.41
C -1.08 1.09 -6.96
P 2.64 0.04 -5.95
C 1.77 1.50 -6.71
C 1.81 -1.21 -7.08
C 4.07 0.16 -7.11
H 0.68 4.23 -6.09
H -1.08 3.92 -5.96
H -0.24 3.61 -7.51
H -0.99 1.49 -7.97
H -2.09 1.34 -6.59
H -1.01 -0.01 -6.99
H 3.68 0.34 -8.11
H 4.62 -0.78 -7.09
H 4.72 1.00 -6.81
H 2.42 2.39 -6.62
H 1.58 1.31 -7.78
H 2.47 -2.08 -7.18
H 1.72 -0.75 -8.07
H 0.83 -1.53 -6.74
Br 3.44 2.24 -2.06
```